Record 1
114
Properties=species:S:1:pos:R:3:forces:R:3:mulliken_spin:R:1 method="wB97M-V/def2-TZVPD" fmax_ev_per_a=3.41 total_charge=+3 s_squared=0.904 spin_multiplicity=2 homo_ev="-15.6 / -15.6" relative_energy_kj_mol=438.4
Ir -0.907 0.118 1.598 0.1048 0.4458 -0.1105 0.6114
C -2.948 1.809 -0.446 -0.3943 -0.1773 -0.3802 0.0095
N -1.891 2.135 0.510 0.5115 -0.5640 0.4837 0.0897
C -0.723 2.706 -0.168 0.4348 0.4660 -0.5501 0.0046
C -2.365 3.018 1.549 0.2754 0.1076 -0.3360 0.0530
C -2.657 4.344 1.293 0.2295 -0.4150 -0.1823 0.0072
C -3.013 5.206 2.322 -0.0288 -0.0806 -0.0696 0.1120
C -2.994 4.753 3.635 0.0738 -0.3715 0.4159 -0.0134
C -2.725 3.430 3.906 -0.3164 0.4218 0.4606 0.0593
C -2.504 2.502 2.863 -0.1820 -0.3735 -0.4743 0.0929
N -2.345 1.164 3.049 1.1785 -0.4698 0.1012 0.1278
C -2.770 0.522 4.165 -0.3312 0.0236 -0.5506 -0.0938
C -3.796 1.009 5.009 -0.3729 0.0751 0.3512 0.0378
C -4.050 0.417 6.224 -0.1592 0.5780 -0.2462 -0.0186
C -3.304 -0.681 6.635 0.1887 -0.0570 -0.1795 -0.0338
C -2.387 -1.259 5.764 0.5132 0.0818 -0.1788 0.0081
C -2.162 -0.716 4.513 0.3701 -0.4786 -0.2229 -0.0265
N -1.427 -1.428 3.493 0.3306 0.6998 -0.3221 -0.0138
C -2.297 -2.521 3.044 -0.3753 -0.4641 -0.3577 -0.0023
C -0.132 -1.958 3.924 0.5350 -0.4150 0.4797 0.0004
H -3.316 2.702 -0.963 0.1027 0.0420 0.0723 -0.0011
H -3.792 1.357 0.073 -0.0162 -0.0730 0.0112 -0.0031
H -2.561 1.124 -1.199 0.0279 -0.0175 0.0486 0.0039
H -0.981 3.577 -0.777 -0.0539 -0.0275 0.0145 -0.0026
H -0.287 1.944 -0.811 -0.0217 0.0192 0.0421 -0.0045
H 0.016 3.007 0.572 0.0501 -0.0066 -0.0165 -0.0046
H -2.598 4.729 0.288 0.0109 -0.0059 -0.1483 0.0044
H -3.257 6.232 2.098 -0.0199 0.1351 0.0034 -0.0026
H -3.171 5.441 4.447 0.0377 0.0550 0.1029 0.0016
H -2.615 3.099 4.927 -0.0265 0.0607 0.1026 -0.0005
H -4.403 1.836 4.677 -0.1039 0.0277 -0.0231 -0.0005
H -4.833 0.803 6.857 -0.0855 0.0545 0.0504 -0.0002
H -3.480 -1.125 7.602 -0.0552 -0.1154 0.0878 0.0006
H -1.874 -2.157 6.068 0.0474 -0.1467 -0.0298 0.0008
H -2.487 -3.222 3.861 0.0843 0.0447 0.0488 -0.0054
H -1.821 -3.067 2.231 0.0083 0.0844 -0.0484 0.0022
H -3.259 -2.121 2.729 0.0240 -0.0177 -0.1011 0.0012
H -0.242 -2.775 4.644 -0.0139 0.0441 -0.0480 -0.0044
H 0.459 -1.171 4.387 0.0316 0.0139 -0.0188 0.0025
H 0.396 -2.345 3.052 -0.0449 0.0238 0.0672 -0.0058
O 1.069 -0.047 -0.069 -2.5284 -0.2562 2.2468 0.0497
P 2.220 0.106 -1.003 1.9492 0.8818 -2.6556 -0.0058
C 3.164 -1.477 -1.278 -0.3340 1.0783 0.5016 -0.0004
C 3.955 -1.821 -0.014 0.3219 0.0364 -0.3484 0.0002
C 4.934 -2.948 -0.351 0.1608 -0.0513 0.5422 0.0000
C 4.293 -4.027 -1.217 0.0839 -0.5306 -0.1058 0.0000
C 2.777 -3.980 -1.122 -0.0367 0.2249 -0.2148 0.0000
C 2.239 -2.637 -1.654 -0.1741 -0.4589 0.0524 -0.0008
C 3.341 1.491 -0.429 -0.8312 -0.8910 0.1857 0.0003
C 3.388 1.491 1.100 0.1519 0.3639 -0.0917 0.0017
C 4.011 2.796 1.593 -0.0665 -0.2206 0.4702 0.0000
C 5.265 3.164 0.798 0.4699 0.3026 0.1347 -0.0001
C 5.798 1.992 -0.008 -0.2747 0.0444 -0.3035 0.0000
C 4.746 1.527 -1.038 0.6791 0.0549 0.1543 0.0000
C 1.604 0.754 -2.669 -0.0036 -0.6344 1.7167 0.0006
C 0.359 -0.024 -3.077 -0.2255 0.4888 -0.4406 0.0002
C -0.100 0.516 -4.436 -0.3419 -0.3471 0.2627 -0.0001
C 0.951 0.267 -5.520 0.2821 -0.3500 -0.1788 0.0000
C 2.306 -0.132 -4.924 -0.1913 0.3687 -0.1212 -0.0001
C 2.651 0.810 -3.775 0.6189 -0.1668 -0.2304 0.0003
H 3.878 -1.294 -2.086 -0.0474 0.1458 -0.0023 0.0005
H 3.257 -2.115 0.771 0.0132 -0.0184 0.1149 0.0003
H 4.526 -0.966 0.345 -0.0204 0.0553 0.0671 0.0000
H 5.289 -3.378 0.590 0.0395 -0.0028 -0.0846 0.0000
H 5.816 -2.545 -0.854 -0.0558 0.1011 0.0494 0.0000
H 4.647 -5.015 -0.909 0.0034 0.1167 -0.0713 0.0000
H 4.605 -3.918 -2.259 -0.0958 0.0466 -0.0409 0.0000
H 2.479 -4.106 -0.080 -0.0572 -0.1068 0.0691 0.0000
H 2.334 -4.794 -1.694 -0.0603 -0.0209 0.0737 0.0000
H 1.240 -2.472 -1.244 -0.0537 0.0238 -0.1030 0.0008
H 2.160 -2.710 -2.739 -0.0947 0.0968 -0.0461 0.0000
H 2.801 2.398 -0.731 -0.0660 -0.0856 -0.0150 0.0001
H 3.974 0.646 1.461 -0.0654 -0.0376 0.0491 0.0003
H 2.378 1.379 1.502 -0.0483 -0.0595 0.0090 -0.0021
H 4.257 2.663 2.650 0.0065 0.1255 -0.0149 0.0000
H 3.287 3.612 1.542 -0.1056 -0.0042 -0.0253 -0.0001
H 6.047 3.516 1.477 -0.1325 0.0329 -0.0851 0.0000
H 5.058 4.000 0.125 -0.0130 -0.0501 -0.0449 0.0000
H 6.070 1.170 0.656 0.0593 -0.0288 0.0101 0.0000
H 6.699 2.293 -0.541 0.0415 -0.1069 0.0388 0.0000
H 5.061 0.553 -1.411 -0.0823 -0.0637 -0.1520 0.0000
H 4.764 2.227 -1.873 -0.0511 -0.0996 -0.1057 0.0000
H 1.298 1.777 -2.412 -0.0578 -0.0113 -0.0293 0.0003
H -0.419 0.116 -2.325 -0.1032 -0.0595 0.0809 -0.0004
H 0.553 -1.094 -3.144 -0.0022 -0.0530 0.0445 -0.0001
H -0.304 1.584 -4.343 -0.0446 0.0586 0.0564 0.0000
H -1.039 0.031 -4.706 -0.0786 0.1179 -0.0889 0.0000
H 1.077 1.166 -6.123 0.0082 -0.0226 -0.0938 0.0000
H 0.626 -0.532 -6.187 -0.0598 0.1063 -0.0806 0.0000
H 3.073 -0.075 -5.694 0.0518 -0.0554 0.0211 0.0000
H 2.277 -1.164 -4.573 0.0546 -0.0672 0.0102 0.0000
H 2.714 1.831 -4.158 0.0506 -0.0151 -0.0232 0.0000
H 3.645 0.560 -3.400 0.0519 0.1213 0.0325 0.0000
C -3.506 -2.148 -4.158 -0.2121 -0.0931 0.0978 0.0001
C -4.599 -2.354 -3.113 0.2483 0.1357 0.1468 -0.0001
C -5.213 -1.028 -2.677 -0.0458 -0.3043 -0.0874 0.0002
C -4.075 -3.166 -1.908 -0.9191 -0.4964 -1.0264 0.0001
N -3.092 -2.455 -1.139 0.1127 1.2193 1.5737 0.0005
C -3.251 -1.604 -0.115 -0.1075 -0.1674 -0.1978 0.0051
N -2.050 -1.186 0.250 -0.4246 0.7783 0.6697 -0.0163
N -1.185 -1.791 -0.561 1.1318 -0.1336 -0.1100 0.0009
N -1.790 -2.537 -1.382 0.3683 -0.5647 -0.6043 -0.0014
H -3.903 -1.573 -4.990 0.0272 0.0753 -0.0969 0.0000
H -3.157 -3.100 -4.546 0.1173 -0.0867 -0.0563 0.0000
H -2.654 -1.610 -3.744 0.1045 0.0912 0.0008 0.0000
H -5.387 -2.969 -3.554 0.0229 -0.0380 0.0825 0.0000
H -4.467 -0.362 -2.243 0.1295 0.1361 0.0160 0.0002
H -6.012 -1.183 -1.956 -0.1576 0.0377 0.1455 0.0000
H -5.641 -0.525 -3.539 -0.0356 0.1156 -0.0468 0.0000
H -3.592 -4.075 -2.271 -0.0326 0.0054 0.1792 0.0000
H -4.903 -3.430 -1.248 0.1572 -0.0118 0.0541 0.0000
H -4.184 -1.334 0.334 -0.2840 0.0345 0.0122 0.0005
O 0.642 1.748 3.637 0.8022 -1.1334 -1.5317 -0.0049
C 0.426 1.082 2.738 -2.2661 1.0544 1.2331 -0.0233



Record 2
133
Properties=species:S:1:pos:R:3:forces:R:3:mulliken_charge:R:1 method="wB97M-V/def2-TZVPD" fmax_ev_per_a=2.71 total_charge=+1 homo_ev=-9.9
C 3.292 -1.198 3.959 0.6806 0.0665 0.2175 0.0256
C 3.486 -2.544 3.239 -1.0524 1.1813 0.6750 -0.9418
P 2.236 -3.006 1.982 0.4308 -2.4975 -0.9556 0.0856
C 2.394 -2.042 0.423 0.0379 0.8215 0.6098 -0.0857
C 3.225 -0.754 0.462 -0.4150 0.0674 -0.5884 -0.3784
C 0.535 -2.828 2.705 0.8213 1.1390 0.5153 -0.8693
I -0.764 -4.056 1.482 0.0253 0.2026 -0.1207 0.2280
C 0.522 -3.431 4.116 -0.3392 -0.7808 -0.8621 -0.6593
C -0.794 -3.109 4.779 -0.2193 0.3716 -0.0567 -0.8671
N -0.861 -1.628 4.997 2.1181 -0.8491 0.4566 0.0961
C -0.063 -0.945 4.141 -0.4775 -0.0254 0.3147 -1.6091
N 0.562 0.121 4.581 -0.2933 -0.0384 -0.5166 0.3474
N 0.109 -1.345 2.820 -0.7632 -0.4569 -0.1837 1.5392
C -1.024 -0.946 1.975 -0.5114 1.5120 0.3502 -0.7506
C -1.217 0.568 2.135 1.5345 1.7224 -1.0727 -0.1077
O -0.348 1.358 1.826 -1.0342 -1.5018 0.9641 -0.6414
O -2.436 0.984 2.612 0.3668 -1.1005 0.4906 -0.0658
C -2.390 1.629 3.862 0.7116 1.5083 1.1137 0.9512
C -3.311 1.024 4.888 -0.0377 -0.2759 -1.0967 -1.4070
O -1.676 2.570 4.089 -0.5485 -1.2282 -0.6389 -0.5039
H 2.825 -0.438 3.347 0.0348 0.0436 -0.2458 -0.2076
H 2.703 -1.273 4.868 -0.1238 -0.2547 0.0879 -0.5533
H 4.263 -0.814 4.266 0.1197 0.1926 0.0867 0.5053
H 4.490 -2.609 2.842 0.0186 -0.0851 -0.5738 0.6060
H 3.427 -3.339 3.978 0.0722 -0.2401 0.0471 0.5430
H 2.825 -2.724 -0.299 0.0575 -0.2247 -0.0735 0.8220
H 1.408 -1.798 0.033 -0.2989 -0.1220 0.1112 -0.0841
H 2.894 -0.130 -0.364 0.2002 0.0692 0.0542 -0.4322
H 4.276 -0.951 0.282 0.2414 -0.0320 0.2697 0.4342
H 3.088 -0.160 1.357 0.0712 -0.0322 0.2117 0.1048
H 0.601 -4.505 3.995 0.1391 -0.2010 0.0525 0.6100
H 1.383 -3.130 4.708 -0.0797 0.3296 0.2226 0.1176
H -0.869 -3.625 5.725 -0.1686 0.1703 0.3190 0.5446
H -1.646 -3.378 4.167 -0.0546 -0.2826 -0.1549 0.3295
H -0.477 -1.469 5.929 -0.7384 0.2634 0.3757 0.4690
H 0.740 0.239 5.566 -0.2370 0.4315 0.1256 0.2620
H 0.908 0.781 3.901 0.3776 0.0524 0.0492 0.3147
H -1.969 -1.408 2.246 -0.0018 -0.4461 -0.0602 0.4421
H -0.789 -1.082 0.930 0.1096 -0.3591 -0.1857 0.7853
H -2.799 0.941 5.835 0.0536 0.2346 0.2348 0.3989
H -4.176 1.674 4.955 -0.1931 0.1158 0.2651 0.4028
H -3.633 0.046 4.552 -0.1700 -0.1606 0.0648 0.2710
C 0.204 -10.006 -1.244 0.2585 -0.0945 0.1637 -1.4698
C 0.111 -8.566 -0.805 0.0285 -0.3970 -0.1832 0.4858
C 0.565 -7.552 -1.828 -0.1183 0.1652 -0.0675 -0.4724
O 0.995 -6.461 -0.998 -0.0219 -0.0815 -0.0241 -0.2152
C 1.387 -6.988 0.192 0.0176 -0.1771 -0.0346 0.5511
O 1.967 -6.389 1.034 0.0614 0.0410 0.0805 -0.5029
O 1.021 -8.290 0.277 -0.1014 0.1966 -0.0458 -0.3585
H 0.058 -10.672 -0.395 -0.1211 0.0176 -0.0040 0.3610
H -0.552 -10.227 -1.997 -0.0277 0.0352 0.0055 0.3872
H 1.188 -10.223 -1.660 0.0013 0.0522 -0.0330 0.3485
H -0.900 -8.343 -0.453 0.0175 0.0788 0.0082 0.2418
H -0.227 -7.233 -2.501 0.0109 0.1713 0.0744 0.3170
H 1.420 -7.897 -2.414 -0.0137 -0.1072 0.0367 0.3040
C 6.265 -2.409 8.606 -0.1924 -0.2579 0.1681 -1.5292
C 5.181 -1.855 7.717 0.4325 -0.0256 0.2956 0.6081
C 4.585 -0.543 8.170 0.0864 0.1787 -0.0817 -0.5146
O 3.259 -0.615 7.610 -0.0671 -0.0554 0.0387 -0.3158
C 2.938 -1.922 7.507 0.2580 0.0034 0.0293 0.7107
O 1.843 -2.321 7.239 -0.3053 0.0811 -0.2597 -0.5404
O 4.009 -2.702 7.723 -0.2334 0.1072 -0.1544 -0.3408
H 6.493 -3.438 8.331 0.0699 0.0408 -0.1008 0.3722
H 7.172 -1.813 8.519 -0.0123 0.0259 -0.0458 0.3927
H 5.947 -2.416 9.649 -0.0186 0.0598 -0.0017 0.3627
H 5.535 -1.790 6.685 -0.1046 0.0105 -0.0289 0.1888
H 5.115 0.327 7.792 -0.1711 0.0430 -0.1212 0.3215
H 4.495 -0.470 9.255 0.0374 -0.0860 0.0093 0.3345
C -4.133 2.909 1.127 -0.2296 0.3238 0.6129 -1.1242
C -5.507 2.288 1.199 0.4110 0.1876 -0.0864 0.5752
C -6.308 2.299 -0.080 -0.1047 -0.1773 -0.0866 -0.2833
O -7.659 2.289 0.415 0.1420 -0.0085 -0.0086 -0.3957
C -7.649 2.874 1.636 0.0431 -0.0055 -0.0154 0.5770
O -8.614 3.192 2.243 -0.1268 0.0398 0.0987 -0.5307
O -6.372 3.041 2.070 -0.0246 -0.1597 -0.0109 -0.4508
H -3.741 3.040 2.135 -0.0132 -0.0595 0.0196 0.4926
H -3.453 2.286 0.559 0.0091 -0.0269 -0.0794 0.0612
H -4.165 3.892 0.675 -0.0959 0.0414 -0.1328 0.4345
H -5.433 1.272 1.606 -0.1113 -0.0245 -0.0284 0.1127
H -6.127 1.431 -0.711 -0.1721 -0.0378 0.0233 0.3337
H -6.162 3.205 -0.662 0.1322 0.0973 0.0038 0.2587
C -0.511 3.562 -0.178 -0.5202 0.1505 -0.3006 -1.4837
C 0.081 3.100 -1.487 -0.0603 0.2583 0.4874 1.4246
C 0.276 4.187 -2.516 0.1352 0.0327 -0.0748 -0.8368
O 0.191 3.453 -3.749 -0.4650 0.1896 0.0256 -0.0474
C -0.575 2.366 -3.522 0.0528 0.4279 0.5001 0.5169
O -0.977 1.636 -4.374 -0.3711 -0.0372 -0.1311 -0.5655
O -0.810 2.209 -2.200 0.2569 -0.1949 -0.3524 -0.1846
H -0.817 2.718 0.427 0.1280 0.1196 -0.0673 -0.0240
H 0.218 4.146 0.382 0.0749 -0.0590 -0.0086 0.4737
H -1.400 4.174 -0.344 0.0578 0.0256 -0.0916 0.3226
H 1.010 2.555 -1.306 -0.0274 0.0976 -0.0857 -0.1168
H 1.236 4.691 -2.436 0.0752 -0.1123 -0.1713 0.4341
H -0.527 4.928 -2.501 -0.0486 -0.0461 0.0854 0.2809
C 1.134 -2.251 -4.135 0.3291 -0.0887 0.1682 -1.6953
C 1.024 -0.824 -3.662 -0.0792 -0.3745 -0.2496 0.8748
C 1.352 0.225 -4.696 -0.0294 -0.1500 -0.3789 -0.9128
O 1.808 1.313 -3.876 0.3227 -0.2892 -0.0387 -0.2430
C 2.314 0.789 -2.743 -0.0859 -0.1627 -0.2437 0.5269
O 2.923 1.412 -1.931 0.0724 0.0647 0.0171 -0.6153
O 2.015 -0.529 -2.648 -0.0168 0.2323 0.0975 -0.3222
H 1.085 -2.938 -3.289 -0.1214 0.0070 0.0053 0.3816
H 0.327 -2.487 -4.826 -0.0342 0.0494 0.0070 0.3967
H 2.088 -2.424 -4.635 -0.0070 0.0433 -0.0386 0.3696
H 0.038 -0.645 -3.224 0.0517 0.1323 -0.0120 0.1267
H 0.493 0.526 -5.290 0.1758 0.0838 0.1912 0.4048
H 2.168 -0.073 -5.358 0.0942 -0.1159 0.1083 0.5332
C -2.874 4.155 -6.022 0.3169 0.1470 0.1219 -1.4216
C -3.729 3.546 -4.945 0.1322 0.1788 -0.5116 0.5330
C -4.963 4.329 -4.560 -0.1428 -0.0783 -0.0224 -0.6013
O -5.151 3.927 -3.187 0.0953 0.0245 0.0159 -0.3431
C -3.937 3.593 -2.701 0.1855 -0.0234 -0.1487 0.2505
O -3.687 3.389 -1.553 -0.2064 0.0876 -0.1620 -0.3687
O -3.026 3.516 -3.686 -0.2108 0.1031 0.0832 -0.0380
H -1.917 3.637 -6.078 -0.0632 -0.1039 -0.0774 0.1679
H -3.363 4.091 -6.993 -0.0282 -0.0253 0.0038 0.4687
H -2.658 5.203 -5.810 -0.0852 0.0306 0.0131 0.3172
H -3.986 2.516 -5.206 -0.0072 -0.0253 0.1131 0.2006
H -5.837 4.082 -5.156 -0.0890 -0.0903 0.1794 0.3386
H -4.803 5.409 -4.582 0.0876 -0.0090 -0.0306 0.3270
C 1.720 3.360 -6.746 -0.2453 0.1033 0.0986 -1.0971
C 1.458 3.989 -8.093 0.1275 -0.2094 0.4445 0.4472
C 2.144 5.314 -8.325 0.1301 0.0390 -0.1884 -0.5002
O 1.263 5.948 -9.263 0.0139 -0.0610 0.1081 -0.3433
C 0.022 5.443 -9.061 0.0369 -0.0439 0.0562 0.6105
O -0.973 5.877 -9.535 -0.1712 0.0717 -0.0549 -0.5242
O 0.075 4.367 -8.232 0.0942 0.0460 -0.1187 -0.2724
H 1.039 2.526 -6.572 0.0339 -0.0182 -0.0596 0.0877
H 2.745 2.994 -6.688 0.0211 0.0040 -0.0435 0.4529
H 1.558 4.077 -5.941 0.0093 -0.0139 -0.0341 0.1924
H 1.689 3.280 -8.893 -0.0054 0.0728 -0.0763 0.2747
H 3.142 5.217 -8.743 -0.0631 0.0862 -0.1616 0.3327
H 2.187 5.930 -7.423 -0.0221 -0.0941 0.0709 0.3281